# 1
Computed, not measured: C30H26N7O2S3Ta as an isolated structure, with ωB97M-V/def2-TZVPD.

Each line ends with the Löwdin charge.
Element x y z (Å)
Ta1 0.0164 -0.3428 -0.4254  1.258
C1 2.5788 3.4733 0.9429  0.020
C2 2.0622 2.2146 0.3193  -0.211
N1 0.8272 1.9518 0.1042  -0.004
N2 -0.0808 2.9221 0.4559  0.019
C3 -1.3645 2.7888 0.1021  -0.765
N3 -2.1967 3.7682 0.4283  0.152
S1 -1.9209 1.4342 -0.7355  0.759
C4 2.9867 1.1766 -0.1479  -0.215
C5 4.3351 1.4205 -0.2731  0.027
C6 5.1622 0.4092 -0.7471  0.007
C7 4.5941 -0.7988 -1.0760  0.012
C8 3.2212 -0.9609 -0.9357  -0.107
N4 2.4154 0.0039 -0.4785  -0.012
H1 1.9141 3.8605 1.7140  0.091
H2 2.7179 4.2464 0.1819  0.126
H3 3.5357 3.2977 1.4254  0.097
H4 0.2465 3.7712 0.8907  0.144
H5 -1.8953 4.6233 0.8689  0.136
H6 -3.1564 3.7126 0.1251  0.124
H7 4.7484 2.3872 -0.0268  0.124
H8 6.2256 0.5762 -0.8534  0.134
H9 5.1889 -1.6242 -1.4406  0.132
H10 2.7596 -1.8949 -1.1981  0.045
C9 -6.2041 2.2418 8.0701  -0.053
O1 -5.8932 2.1252 6.6812  -0.067
C10 -5.8518 0.8890 6.1489  -0.276
C11 -5.5165 0.8215 4.7884  0.013
C12 -5.3769 -0.3978 4.1703  -0.035
C13 -5.5967 -1.5744 4.8925  -0.274
C14 -6.0388 -1.4994 6.2012  0.000
C15 -6.1438 -0.2762 6.8492  0.004
N5 -5.4664 -2.9042 4.3808  0.107
N6 -4.6774 -3.1778 3.4684  0.081
C16 -3.6176 -2.3351 3.0415  -0.219
C17 -2.6935 -1.7921 3.9036  0.012
C18 -1.5390 -1.1371 3.4241  0.050
C19 -1.3570 -1.0241 2.0826  -0.287
O2 -0.2938 -0.4124 1.4455  -0.289
C20 -2.2816 -1.5563 1.1867  -0.189
N7 -2.0059 -1.3692 -0.1434  -0.136
C21 -2.8104 -1.9157 -1.0375  -0.105
C22 -3.9260 -2.6820 -0.6694  0.001
C23 -4.2198 -2.8584 0.6570  0.058
C24 -3.3945 -2.2645 1.6359  -0.078
H11 -6.1571 3.3009 8.2978  0.097
H12 -5.4753 1.7011 8.6753  0.099
H13 -7.2088 1.8709 8.2763  0.100
H14 -5.3896 1.7493 4.2463  0.121
H15 -5.1548 -0.4392 3.1112  0.114
H16 -6.2666 -2.4197 6.7241  0.125
H17 -6.4688 -0.2427 7.8772  0.111
H18 -2.8505 -1.8895 4.9694  0.135
H19 -0.8110 -0.7269 4.1123  0.134
H20 -2.5622 -1.7484 -2.0781  0.107
H21 -4.5330 -3.1328 -1.4410  0.124
H22 -5.0603 -3.4664 0.9676  0.133
S2 -0.0148 -0.5422 -2.7959  0.612
C25 0.5771 -2.1782 -3.1518  -0.642
C26 0.7361 -2.5508 -4.4825  -0.099
C27 1.1905 -3.8222 -4.7933  -0.054
C28 1.4751 -4.7259 -3.7781  -0.051
C29 1.3093 -4.3619 -2.4497  -0.097
C30 0.8641 -3.0826 -2.1297  -0.646
S3 0.6732 -2.6546 -0.4161  0.705
H23 0.5066 -1.8409 -5.2669  0.111
H24 1.3156 -4.1075 -5.8287  0.118
H25 1.8259 -5.7205 -4.0183  0.119
H26 1.5213 -5.0673 -1.6559  0.113

- Kohn-Sham gap (eV) = 5.12
- LUMO (eV) = -6.94
- multiplicity = 1
- net charge = +2
- HOMO energy (eV) = -12.05



# 2
Computed, not measured: C30H27Br4CrO3S3Si as an isolated structure, with ωB97M-V/def2-TZVPD.

Each line ends with the Löwdin charge.
Element x y z (Å)
Cr1 0.0563 -1.4123 0.5552  0.633
C1 2.3349 0.6561 2.5897  -0.518
C2 1.3097 0.1124 3.6168  -0.466
S1 -0.1605 -0.8023 3.0294  0.943
C3 -0.1146 -2.3639 3.9501  -0.514
C4 1.1690 -3.0535 3.9882  -0.521
S2 1.9485 -3.4571 2.3790  0.895
C5 3.6468 -3.0088 2.7880  -0.541
C6 3.9551 -1.5115 2.8665  -0.582
S3 3.2294 -0.5617 1.5906  0.886
H1 2.9836 1.3946 3.1076  0.095
H2 1.7428 1.2557 1.9363  0.018
H3 0.9498 0.9909 4.1066  0.064
H4 1.9581 -0.3304 4.3325  0.048
H5 -0.7881 -3.0533 3.4851  0.036
H6 -0.4757 -2.1709 5.0452  0.125
H7 1.0347 -3.9142 4.5682  0.066
H8 1.8881 -2.5166 4.5227  0.042
H9 4.1554 -3.4391 1.8639  0.090
H10 3.9841 -3.4479 3.7063  0.066
H11 5.0211 -1.3707 2.6866  0.063
H12 3.7130 -1.0664 3.8232  0.064
Br1 -3.5044 -6.0125 -3.3947  0.647
C7 -2.5659 -5.0102 -2.0756  -0.743
C8 -2.7524 -5.4816 -0.7665  -0.777
Br2 -3.5807 -7.1532 -0.4467  0.650
C9 -2.1439 -4.8414 0.2966  -0.668
Br3 -2.1499 -5.5665 2.0216  0.758
C10 -1.4000 -3.6931 0.1352  -0.399
O1 -0.6934 -3.1211 1.1054  -0.322
C11 -1.2544 -3.1053 -1.1456  -0.386
O2 -0.5315 -1.9972 -1.2095  -0.209
C12 -1.8726 -3.7742 -2.2116  -0.590
Br4 -1.8865 -2.9525 -3.9469  0.690
O3 0.2751 0.5933 0.2952  -0.433
Si1 -0.0686 1.6884 -0.8153  0.488
C13 0.1127 3.6005 -0.3264  -0.216
C14 -0.8866 4.3815 -0.8120  -0.117
C15 -0.8449 5.7527 -0.4956  -0.062
C16 0.2840 6.3330 0.2059  -0.087
C17 1.3424 5.4802 0.5518  -0.115
C18 1.2300 4.1370 0.2865  -0.109
C19 0.8701 1.5116 -2.3991  -0.225
C20 1.0622 2.5269 -3.3190  -0.095
C21 1.5725 2.2715 -4.5992  -0.107
C22 2.0769 1.0133 -4.8479  -0.100
C23 1.8801 -0.0746 -3.9505  -0.052
C24 1.2770 0.1996 -2.7270  -0.066
C25 -1.9192 1.5304 -1.2328  -0.239
C26 -2.4529 1.2272 -2.4655  -0.093
C27 -3.7999 1.0121 -2.6702  -0.093
C28 -4.5876 1.0238 -1.5512  -0.121
C29 -4.1121 1.3576 -0.3015  -0.095
C30 -2.7605 1.5359 -0.1210  -0.097
H13 -1.6609 3.9473 -1.3457  0.071
H14 -1.7726 6.3389 -0.5536  0.093
H15 0.2963 7.3722 0.5048  0.082
H16 2.2772 5.9299 0.9421  0.104
H17 1.9255 3.4443 0.6999  0.086
H18 0.6869 3.5812 -3.1648  0.117
H19 1.6117 2.9656 -5.3953  0.080
H20 2.4519 0.7906 -5.8466  0.091
H21 2.1161 -1.0687 -4.1873  0.082
H22 1.0861 -0.5728 -2.0623  0.051
H23 -1.7420 1.2007 -3.3802  0.135
H24 -4.2864 0.6879 -3.5925  0.106
H25 -5.6392 0.9459 -1.5931  0.083
H26 -4.8207 1.3632 0.5413  0.105
H27 -2.2869 1.7518 0.8287  0.103

- Kohn-Sham gap (spin up / spin down) (eV) = 6.27 / 6.65
- LUMO (spin up / spin down) (eV) = 2.00 / 2.00
- multiplicity = 5
- expectation value of S² = 6.011
- net charge = -1
- HOMO energy (spin up / spin down) (eV) = -4.27 / -4.65



# 3
Computed, not measured: C30H27BrN2O3PPd as an isolated structure, with ωB97M-V/def2-TZVPD.

Each line ends with the Löwdin charge.
Element x y z (Å)
Pd1 0.6990 0.1625 -1.1754  0.965
Br1 -1.2418 -0.3296 -3.3285  0.977
C1 -1.3633 1.4727 -2.8065  -0.668
C2 -2.2756 2.3993 -3.2475  -0.014
C3 -2.2121 3.6700 -2.6709  0.045
C4 -1.2868 3.9537 -1.6716  0.068
C5 -0.4189 2.9517 -1.3021  -0.166
N1 -0.4533 1.7594 -1.8793  -0.040
C6 0.5781 2.9868 -0.1798  -0.529
O1 0.7541 3.9684 0.4664  0.223
O2 1.1598 1.8144 0.0043  -0.089
H1 -3.0032 2.1488 -4.0076  0.140
H2 -2.9029 4.4371 -2.9980  0.146
H3 -1.2304 4.9198 -1.1863  0.155
C7 2.7113 0.0818 -3.2242  -0.036
C8 3.7157 -0.3762 -2.1881  -0.369
C9 4.0764 0.7358 -1.2044  -0.029
C10 3.1681 -1.6200 -1.4902  -0.231
C11 4.1678 -2.2938 -0.5493  -0.004
O3 3.4572 -2.3855 0.7121  0.081
C12 2.2749 -1.8496 0.6006  -0.280
N2 1.9923 -1.3625 -0.5807  0.046
C13 1.4342 -1.9551 1.7950  -0.110
C14 1.9504 -2.7033 2.8558  0.048
C15 1.2152 -2.9062 4.0133  0.017
C16 -0.0413 -2.3383 4.1402  0.010
C17 -0.5664 -1.5865 3.0979  -0.050
C18 0.1640 -1.3950 1.9293  -0.265
P1 -0.7298 -0.4262 0.7038  1.169
C19 -2.0802 -1.4547 0.1771  -0.350
C20 -1.7945 -2.4671 -0.7563  -0.139
C21 -2.8136 -3.2746 -1.2175  -0.036
C22 -4.1054 -3.1019 -0.7247  0.005
C23 -4.3907 -2.0973 0.1968  -0.014
C24 -3.3843 -1.2685 0.6581  -0.057
C25 -1.3027 1.0450 1.4613  -0.360
C26 -0.5477 1.6201 2.5077  -0.049
C27 -0.9508 2.8198 3.0511  -0.009
C28 -2.0611 3.4834 2.5306  0.022
C29 -2.7958 2.9342 1.4752  -0.023
C30 -2.4064 1.7370 0.9169  -0.087
H4 3.0492 0.9756 -3.7458  0.116
H5 1.7527 0.3423 -2.7138  -0.005
H6 2.4825 -0.6860 -3.9633  0.107
H7 4.6248 -0.6910 -2.7096  0.169
H8 3.2153 1.0683 -0.6232  0.048
H9 4.4552 1.6003 -1.7489  0.106
H10 4.8549 0.4336 -0.5047  0.094
H11 2.8328 -2.3148 -2.2625  0.157
H12 5.0740 -1.7166 -0.3867  0.142
H13 4.4516 -3.2956 -0.8575  0.155
H14 2.9381 -3.1305 2.7686  0.141
H15 1.6255 -3.5123 4.8095  0.139
H16 -0.6206 -2.4776 5.0433  0.138
H17 -1.5507 -1.1473 3.2046  0.125
H18 -0.7786 -2.6167 -1.1075  0.091
H19 -2.6101 -4.0372 -1.9571  0.130
H20 -4.8891 -3.7829 -1.0303  0.135
H21 -5.3975 -1.9737 0.5725  0.133
H22 -3.6071 -0.5201 1.4054  0.115
H23 0.3313 1.1181 2.8898  0.128
H24 -0.4083 3.2418 3.8859  0.138
H25 -2.3553 4.4397 2.9440  0.138
H26 -3.6713 3.4486 1.1017  0.131
H27 -2.9590 1.3243 0.0808  0.116

- Kohn-Sham gap (spin up / spin down) (eV) = 5.18 / 5.18
- LUMO (spin up / spin down) (eV) = -12.79 / -12.79
- multiplicity = 1
- net charge = +3
- HOMO energy (spin up / spin down) (eV) = -17.97 / -17.97



# 4
Computed, not measured: C30H27F3IrN4O6Si as an isolated structure, with ωB97M-V/def2-TZVPD.

Each line ends with the Löwdin charge.
Element x y z (Å)
Ir1 -0.3537 -0.3512 -1.1749  1.371
O1 -0.8971 3.2300 5.0046  0.120
C1 -0.5623 4.1177 4.0435  -0.479
O2 -0.2188 5.2290 4.3284  0.131
C2 -0.6263 3.6089 2.6366  -0.129
C3 -1.5865 2.6912 2.2346  0.003
C4 -1.5520 2.1642 0.9555  -0.007
C5 -0.5319 2.5366 0.0984  -0.250
C6 0.3599 3.5445 0.4473  -0.013
C7 0.3083 4.0813 1.7226  0.009
N1 -0.4400 1.8359 -1.1532  -0.004
C8 -0.4508 2.5165 -2.2274  -0.029
C9 -0.5454 1.8112 -3.5108  -0.241
C10 -0.5635 2.4915 -4.7142  0.003
C11 -0.7593 1.7523 -5.8735  -0.039
C12 -0.9690 0.3926 -5.7613  -0.017
C13 -0.9486 -0.2017 -4.5040  -0.082
N2 -0.7103 0.4893 -3.3985  0.033
H1 -0.9947 2.3446 4.6248  0.090
H2 -2.3594 2.3571 2.9166  0.131
H3 -2.2806 1.4372 0.6288  0.115
H4 1.1196 3.8705 -0.2455  0.108
H5 1.0150 4.8382 2.0354  0.129
H6 -0.4925 3.6038 -2.2125  0.149
H7 -0.4403 3.5658 -4.7370  0.119
H8 -0.7652 2.2390 -6.8394  0.114
H9 -1.1492 -0.2209 -6.6329  0.115
H10 -1.1153 -1.2614 -4.3760  0.120
O3 -1.0447 -6.9439 0.9286  0.140
C14 -1.9432 -6.3022 0.4657  -0.526
O4 -3.1536 -6.4283 0.1811  0.249
C15 -1.6125 -4.7664 0.0284  -0.045
C16 -0.3602 -4.3325 0.4125  0.040
C17 -0.0069 -3.0498 0.0481  -0.074
N3 -0.8205 -2.2340 -0.6428  -0.063
C18 -2.0494 -2.6671 -0.9748  -0.130
C19 -2.4751 -3.9461 -0.6575  0.072
C20 -3.0203 -1.6887 -1.6656  -0.618
O5 -4.0797 -2.1532 -2.0535  0.055
O6 -2.5951 -0.4888 -1.7403  -0.122
H11 0.3177 -4.9633 0.9650  0.130
H12 0.9470 -2.6329 0.3312  0.092
H13 -3.4708 -4.2266 -0.9638  0.135
C21 2.8556 1.4190 -1.0046  -0.171
Si1 2.5115 0.1751 0.3586  0.453
C22 3.3801 1.0729 1.7763  -0.187
C23 3.5695 -1.3656 0.0633  -0.164
N4 0.7890 -0.2357 0.5494  -0.202
C24 0.1890 -0.4172 1.7906  -0.295
C25 0.9351 -0.3662 2.9905  -0.044
C26 0.4068 -0.4903 4.2616  -0.092
C27 -0.9517 -0.7121 4.4493  -0.105
C28 -1.7275 -0.8129 3.3083  -0.030
C29 -1.1725 -0.6705 2.0513  -0.241
F1 -2.0979 -0.7301 1.0447  0.000
H14 3.9243 1.3744 -1.2356  0.047
H15 2.6684 2.4142 -0.6134  0.009
H16 2.3169 1.2890 -1.9315  -0.001
H17 4.2916 1.4802 1.3277  0.041
H18 3.6929 0.4419 2.6085  0.028
H19 2.8029 1.9108 2.1727  0.036
H20 4.3841 -1.3910 0.7910  0.033
H21 4.0229 -1.3664 -0.9307  0.037
H22 3.0256 -2.3063 0.1764  0.013
H23 1.9972 -0.2084 2.9244  0.052
H24 1.0780 -0.4233 5.1090  0.107
H25 -1.3835 -0.8336 5.4330  0.101
H26 -2.7940 -0.9948 3.3549  0.123
F2 1.8357 -0.6249 -3.0837  -0.028
C30 1.0779 -1.3355 -2.1782  -0.452
F3 0.4647 -2.2919 -2.9846  -0.038
H27 1.7846 -1.8904 -1.5574  0.068

- Kohn-Sham gap (spin up / spin down) (eV) = 6.41 / 4.09
- LUMO (spin up / spin down) (eV) = -1.30 / -3.62
- multiplicity = 2
- expectation value of S² = 0.756
- net charge = 0
- HOMO energy (spin up / spin down) (eV) = -7.71 / -7.71



Calculated values (kcal/mol) of relative energy (zero: lowest compared OMol25 entry of this formula, charge and spin) for the records, taken in order: 5.2, 0.0, 9.9, 64.8.
Calculated values (eV/Å) of strongest force on any atom for the records, taken in order: 1.2, 3.4, 2.3, 1.0.